No. 1
15
Properties=species:S:1:pos:R:3 method="wB97M-V/def2-TZVPD" orbital_gap_ha=0.179 relative_energy_kcal_mol=268.5 charge=+5 largest_force_ha_per_bohr=0.3320 total_energy_ev=-47400.36009 mol_weight_da=568.376
Sr -1.34930 -0.94733 -1.25624
Sr 0.49723 1.53020 0.98953
Sr -0.18519 2.65351 -2.03303
Sr -3.04163 1.81720 -0.85051
F -1.10528 1.07227 -0.60642
Cl 1.79347 -0.37850 -0.91979
O 2.67248 -0.39873 -2.06010
O 0.87614 0.71568 -0.98309
O 0.99629 -1.57815 -1.03921
O 2.49827 -0.23525 0.36797
Cl -0.72771 -0.89107 1.66639
O -0.86194 -2.07437 0.88020
O 0.53816 -0.44586 1.61245
O -1.39824 0.23097 1.18897
O -1.20277 -1.07057 3.04289

---

No. 2
10
Properties=species:S:1:pos:R:3 method="wB97M-V/def2-TZVPD" orbital_gap_ha=0.373 relative_energy_kcal_mol=129.1 charge=+1 largest_force_ha_per_bohr=0.0932 total_energy_ev=-8178.69986 mol_weight_da=77.063
C -1.48435 0.41460 -0.02486
N 1.92424 -0.11337 -0.07490
N 1.16880 -0.97179 0.29492
O 1.95428 1.03102 -0.36532
O -0.44951 -0.68780 -0.05096
H -0.89078 1.42262 -0.03579
H -2.32583 0.38720 0.73828
H -1.97959 0.53718 -1.05927
H 2.91943 -0.50727 0.25149
H -0.83670 -1.51239 0.32642

---

No. 3
26
Properties=species:S:1:pos:R:3 method="wB97M-V/def2-TZVPD" orbital_gap_ha=0.330 relative_energy_kcal_mol=6.5 largest_force_ha_per_bohr=0.0401 total_energy_ev=-33173.47718 mol_weight_da=202.348
S 4.42894 -1.11349 -0.14323
C 3.13855 -0.05513 0.01130
S 3.27155 1.67126 -0.07981
N 1.88375 -0.46134 0.30667
C 0.66641 0.34759 0.45123
C 0.15042 0.85573 -0.88136
N -1.23001 0.46945 -1.21422
C -2.12244 0.94872 -0.16767
C -1.71447 0.50522 1.29283
C -0.46746 -0.49642 1.06761
C -0.85857 -1.60427 0.06767
C -1.33825 -0.97741 -1.24983
H 4.62667 1.59932 -0.24610
H 1.77219 -1.46747 0.37560
H 0.86613 1.23621 1.04874
H 0.24275 1.94224 -0.88208
H 0.80104 0.49521 -1.68324
H -2.08947 2.04466 -0.27644
H -3.11966 0.61841 -0.47162
H -2.60188 0.15439 1.80875
H -1.32184 1.35283 1.88334
H -0.20476 -0.99131 2.01306
H -0.02075 -2.28436 -0.09362
H -1.63980 -2.17524 0.58063
H -0.73994 -1.35611 -2.08447
H -2.37909 -1.25870 -1.43373

---

No. 4
16
Properties=species:S:1:pos:R:3 method="wB97M-V/def2-TZVPD" orbital_gap_ha=0.369 relative_energy_kcal_mol=35.5 largest_force_ha_per_bohr=0.0588 total_energy_ev=-7393.22445 mol_weight_da=86.134
C -0.38659 -2.03824 -0.01713
C 0.34046 -0.89866 -0.03152
C 1.28905 -0.66591 1.17927
O 0.47054 -0.07552 -1.09925
C 0.14075 1.25353 -0.80452
C -1.34064 1.41791 -0.62254
H -0.96140 -2.32617 -0.88858
H -0.26659 -2.71035 0.85537
H 2.32671 -0.68485 0.79445
H 1.13742 0.36604 1.72356
H 1.22426 -1.49831 1.90514
H 0.54941 1.94238 -1.58459
H 0.58357 1.63447 0.16473
H -1.91817 0.90486 -1.41728
H -1.64728 2.43806 -0.48706
H -1.54149 0.94076 0.32995

---

No. 5
20
Properties=species:S:1:pos:R:3 method="wB97M-V/def2-TZVPD" multiplicity=2 orbital_gap_ha="0.098 / 0.345" relative_energy_kcal_mol=58.5 charge=-1 largest_force_ha_per_bohr=0.0349 total_energy_ev=-8930.22169 mol_weight_da=103.165
C 1.42839 -0.61104 -0.29457
C 0.27144 0.42112 -0.27504
C -1.03603 -0.28668 0.18447
C -2.20175 -0.77632 2.40700
C -1.10762 -0.73444 1.60486
N 2.08773 -0.66294 0.99698
H 2.08615 -0.31858 -1.12244
H 0.97885 -1.59480 -0.48230
H 0.53342 1.26770 0.36889
H 0.06697 0.89659 -1.23363
H -1.08735 -1.21143 -0.38839
H -1.88751 0.29789 -0.18842
H -2.35669 -1.75576 2.84705
H -3.03370 -0.08955 2.29288
H -0.18914 -1.11166 2.09661
H 3.01932 -1.06728 0.95405
H 2.26643 0.26153 1.37333
H -0.40705 2.62801 -3.21136
H 0.07855 2.09083 -4.39415
O 0.48961 2.35683 -3.53581

---

No. 6
24
Properties=species:S:1:pos:R:3 method="wB97M-V/def2-TZVPD" multiplicity=2 orbital_gap_ha="0.298 / 0.297" relative_energy_kcal_mol=0.0 charge=+1 largest_force_ha_per_bohr=0.0945 total_energy_ev=-66830.94091 mol_weight_da=277.699
O -0.87798 -4.62672 -2.56421
C -1.23178 -3.61258 -2.17418
Cu 0.05523 0.39133 0.54979
O 2.59295 -1.04682 0.21226
C 1.56666 -0.59660 -0.05186
C -2.19484 0.80280 -0.63747
O -2.97729 1.73887 -0.68716
C -0.86852 -0.88874 1.55949
O -1.14135 -1.78611 2.22215
C -0.80519 0.89090 -1.17493
O -0.25765 1.20943 -2.18245
H -2.28164 -0.23412 -0.17704
C 1.48582 4.04833 2.98632
N 2.07745 3.74903 1.68976
C 3.22661 4.52317 1.22376
C 1.63301 2.71469 0.97930
O 0.71124 1.97352 1.42761
H 2.00977 4.91972 3.37965
H 1.59835 3.20098 3.66830
H 0.42159 4.27045 2.87365
H 4.11208 3.87641 1.13040
H 3.01895 4.94981 0.23317
H 3.42356 5.32319 1.94168
H 2.13033 2.54571 0.00433